No. 1
{
  "formula": "C32H36F6N3O7S7SiTeTl",
  "method": "ωB97M-V/def2-TZVPD",
  "species": ["Tl", "C", "O", "C", "O", "N", "N", "H", "H", "H", "H", "H", "H", "S", "C", "S", "C", "C", "S", "S", "S", "C", "C", "C", "C", "C", "C", "Te", "C", "C", "C", "H", "H", "H", "H", "H", "H", "H", "H", "H", "H", "H", "C", "C", "C", "C", "Si", "O", "C", "C", "C", "C", "C", "C", "C", "C", "C", "C", "C", "C", "H", "H", "H", "H", "H", "H", "H", "H", "H", "H", "H", "H", "H", "H", "H", "H", "H", "H", "H", "F", "C", "F", "F", "S", "O", "O", "N", "S", "O", "O", "C", "F", "F", "F"],
  "xyz": [[1.525, 1.145, -1.756], [-2.943, 5.435, 0.003], [-1.641, 5.061, 0.417], [-0.944, 4.096, -0.264], [0.218, 3.934, -0.023], [-1.687, 3.413, -1.190], [-1.102, 2.324, -1.825], [-3.184, 6.342, 0.553], [-3.685, 4.671, 0.258], [-2.980, 5.641, -1.068], [-2.689, 3.401, -1.078], [-1.322, 2.307, -2.810], [-1.231, 1.435, -1.334], [5.342, -4.950, 2.184], [4.634, -3.665, 1.400], [4.226, -3.666, -0.272], [3.494, -2.068, -0.410], [3.512, -1.384, 0.777], [2.930, 0.237, 1.000], [4.205, -2.197, 2.164], [2.866, -1.661, -1.937], [2.269, 0.851, 8.087], [1.924, 0.662, 6.634], [1.973, 1.722, 5.742], [1.652, 1.563, 4.395], [1.753, 2.755, 3.480], [1.274, 0.298, 3.928], [0.690, 0.034, 1.895], [1.225, -0.789, 4.815], [0.881, -2.188, 4.369], [1.551, -0.585, 6.152], [2.491, 1.896, 8.306], [3.142, 0.257, 8.366], [1.443, 0.539, 8.731], [2.269, 2.705, 6.097], [2.007, 3.652, 4.048], [0.825, 2.931, 2.935], [2.528, 2.597, 2.727], [0.002, -2.222, 3.727], [0.707, -2.829, 5.235], [1.702, -2.615, 3.788], [1.515, -1.429, 6.834], [-3.567, 0.643, 0.076], [-2.998, -0.653, 0.660], [-2.438, -0.346, 2.052], [-4.155, -1.644, 0.812], [-1.535, -1.260, -0.452], [-0.384, -0.162, -0.514], [-2.247, -1.609, -2.183], [-3.161, -2.622, -2.492], [-3.631, -2.810, -3.784], [-3.189, -1.989, -4.814], [-2.264, -0.991, -4.542], [-1.806, -0.813, -3.243], [-0.923, -2.914, 0.256], [0.444, -3.030, 0.528], [0.988, -4.184, 1.077], [0.173, -5.273, 1.349], [-1.182, -5.201, 1.054], [-1.716, -4.037, 0.516], [-4.445, 0.964, 0.655], [-3.874, 0.529, -0.968], [-2.829, 1.446, 0.134], [-3.230, 0.035, 2.713], [-1.653, 0.413, 1.997], [-2.011, -1.238, 2.519], [-4.975, -1.169, 1.369], [-3.859, -2.531, 1.373], [-4.559, -1.960, -0.152], [-3.507, -3.295, -1.716], [-4.336, -3.608, -3.992], [-3.546, -2.142, -5.826], [-1.880, -0.359, -5.333], [-1.052, -0.056, -3.061], [1.094, -2.196, 0.291], [2.051, -4.237, 1.287], [0.595, -6.177, 1.773], [-1.826, -6.054, 1.241], [-2.776, -4.022, 0.293], [-0.540, 1.100, -7.218], [0.763, 1.416, -7.126], [1.466, 0.321, -7.407], [1.012, 2.337, -8.052], [1.114, 2.052, -5.393], [0.066, 1.440, -4.617], [1.114, 3.481, -5.531], [2.493, 1.417, -4.951], [3.837, 2.011, -5.581], [3.706, 2.395, -6.960], [4.934, 1.188, -5.178], [4.144, 3.629, -4.674], [5.434, 3.697, -4.320], [3.411, 3.733, -3.568], [3.889, 4.679, -5.455]],
  "homo_ev": -2.416,
  "gap_ha": 0.2217,
  "e_above_lowest_ev": 0.0212,
  "charge": -2
}


No. 2
{
  "formula": "C32H36N4O2PtS2",
  "method": "ωB97M-V/def2-TZVPD",
  "species": ["Pt", "N", "C", "C", "N", "C", "C", "N", "C", "C", "N", "H", "H", "H", "H", "H", "H", "O", "S", "C", "C", "C", "C", "S", "O", "C", "C", "C", "C", "C", "C", "C", "C", "C", "C", "C", "C", "H", "H", "H", "H", "H", "H", "H", "H", "H", "H", "H", "H", "H", "H", "H", "H", "H", "H", "C", "C", "C", "C", "C", "C", "C", "C", "C", "C", "H", "H", "H", "H", "H", "H", "H", "H", "H", "H", "H", "H"],
  "xyz": [[-0.510, -0.853, 0.756], [-2.034, -2.367, 4.480], [-1.309, -1.415, 5.156], [-0.798, -0.584, 4.207], [-1.180, -0.980, 2.968], [-1.939, -2.071, 3.142], [-2.492, -2.770, 2.058], [-2.265, -2.383, 0.799], [-2.889, -3.283, 0.004], [-3.522, -4.225, 0.760], [-3.274, -3.902, 2.074], [-2.547, -3.126, 4.887], [-1.230, -1.417, 6.224], [-0.200, 0.290, 4.353], [-2.851, -3.206, -1.064], [-4.122, -5.071, 0.496], [-3.590, -4.430, 2.868], [-0.753, -1.005, -1.718], [-0.688, -0.907, -3.178], [-0.193, 0.850, -3.668], [0.747, 1.554, -2.704], [0.132, 1.946, -1.357], [-1.125, 2.782, -1.437], [-2.101, 2.621, 0.142], [-2.187, 1.179, 0.405], [-0.835, 3.268, 1.273], [-0.593, 4.632, 1.317], [0.265, 5.140, 2.275], [0.865, 4.286, 3.188], [0.624, 2.922, 3.125], [-0.234, 2.406, 2.168], [-2.403, -0.675, -3.742], [-2.698, -0.754, -5.094], [-4.006, -0.590, -5.512], [-5.008, -0.352, -4.582], [-4.700, -0.274, -3.232], [-3.394, -0.438, -2.807], [-1.098, 1.425, -3.843], [0.301, 0.699, -4.627], [1.134, 2.447, -3.209], [1.594, 0.898, -2.496], [0.886, 2.490, -0.785], [-0.092, 1.022, -0.793], [-1.820, 2.412, -2.188], [-0.944, 3.842, -1.604], [-1.068, 5.289, 0.605], [0.458, 6.201, 2.322], [1.518, 4.688, 3.950], [1.106, 2.266, 3.834], [-0.438, 1.339, 2.080], [-1.907, -0.939, -5.806], [-4.242, -0.651, -6.564], [-6.028, -0.230, -4.915], [-5.482, -0.088, -2.512], [-3.132, -0.388, -1.761], [2.883, 1.057, 1.133], [2.717, -0.475, 1.055], [2.684, -1.003, 2.499], [1.431, -0.876, 0.383], [3.884, -1.020, 0.255], [4.864, -1.842, 0.791], [5.892, -2.339, 0.007], [5.992, -1.994, -1.326], [5.030, -1.163, -1.875], [3.985, -0.701, -1.098], [2.009, 1.494, 1.598], [3.002, 1.490, 0.146], [3.763, 1.310, 1.722], [1.785, -0.628, 2.979], [3.555, -0.662, 3.055], [2.639, -2.088, 2.517], [1.612, -1.601, -0.423], [4.834, -2.113, 1.833], [6.614, -3.014, 0.442], [6.800, -2.377, -1.936], [5.090, -0.889, -2.919], [3.220, -0.090, -1.554]],
  "s2": 2.01,
  "homo_ev": [-4.589, -6.069],
  "spin_multiplicity": 3,
  "gap_ha": [0.1726, 0.2264]
}


No. 3
{
  "formula": "C32H36N6O2RhSTe",
  "method": "ωB97M-V/def2-TZVPD",
  "species": ["Rh", "O", "C", "C", "C", "C", "C", "C", "N", "H", "H", "H", "H", "H", "H", "H", "C", "C", "N", "N", "C", "S", "N", "N", "H", "H", "H", "H", "H", "H", "C", "C", "C", "C", "C", "C", "Te", "N", "C", "O", "C", "C", "C", "C", "C", "C", "C", "C", "C", "C", "C", "C", "C", "C", "C", "C", "H", "H", "H", "H", "H", "H", "H", "H", "H", "H", "H", "H", "H", "H", "H", "H", "H", "H", "H", "H", "H", "H", "H"],
  "xyz": [[-0.010, 0.485, -0.430], [-1.453, 1.370, -2.061], [-2.740, 0.868, -1.693], [-2.591, -0.587, -1.335], [-3.645, -1.462, -1.539], [-3.526, -2.780, -1.136], [-2.340, -3.190, -0.544], [-1.331, -2.265, -0.386], [-1.444, -0.989, -0.765], [-1.507, 2.314, -2.249], [-3.441, 0.978, -2.521], [-3.122, 1.407, -0.821], [-4.549, -1.106, -2.014], [-4.338, -3.477, -1.289], [-2.194, -4.209, -0.215], [-0.391, -2.542, 0.062], [4.448, -3.406, 0.631], [3.905, -2.651, -0.520], [4.284, -2.747, -1.750], [3.460, -1.899, -2.433], [2.573, -1.276, -1.657], [1.417, -0.157, -2.173], [2.857, -1.746, -0.415], [2.215, -1.314, 0.741], [5.266, -4.032, 0.284], [3.684, -4.050, 1.068], [4.816, -2.734, 1.408], [3.541, -1.812, -3.435], [2.904, -0.905, 1.365], [1.790, -2.111, 1.201], [7.283, -1.119, -0.005], [6.098, -0.200, -0.022], [5.774, 0.534, -1.156], [4.723, 1.446, -1.167], [4.446, 2.201, -2.443], [3.973, 1.611, 0.005], [2.600, 3.203, -0.082], [0.931, 2.192, 0.279], [-0.205, 2.600, 0.869], [-1.078, 1.686, 0.964], [-0.468, 3.984, 1.309], [-1.175, 4.191, 2.491], [-1.398, 5.481, 2.942], [-0.941, 6.565, 2.203], [-0.279, 6.363, 1.000], [-0.043, 5.072, 0.551], [3.083, 4.182, 1.718], [2.322, 4.051, 2.872], [2.687, 4.752, 4.006], [3.813, 5.566, 3.976], [4.568, 5.674, 2.821], [4.222, 4.987, 1.658], [5.103, 5.098, 0.442], [4.247, 0.861, 1.159], [3.466, 0.982, 2.441], [5.305, -0.036, 1.113], [7.777, -1.148, -0.974], [6.997, -2.139, 0.258], [8.008, -0.787, 0.738], [6.365, 0.407, -2.055], [5.001, 1.756, -3.266], [4.762, 3.246, -2.381], [3.389, 2.174, -2.713], [-1.534, 3.338, 3.053], [-1.933, 5.644, 3.868], [-1.119, 7.572, 2.556], [0.038, 7.208, 0.405], [0.422, 4.928, -0.419], [1.463, 3.395, 2.902], [2.099, 4.659, 4.909], [4.104, 6.118, 4.860], [5.445, 6.309, 2.809], [5.636, 6.046, 0.443], [4.548, 5.062, -0.501], [5.848, 4.298, 0.426], [2.389, 0.970, 2.266], [3.709, 1.906, 2.959], [3.724, 0.168, 3.121], [5.545, -0.598, 2.011]],
  "s2": 0.75,
  "homo_ev": [-13.553, -13.435],
  "spin_multiplicity": 2,
  "gap_ha": [0.3059, 0.3042],
  "e_above_lowest_ev": 0.0000,
  "charge": 2
}


M list, top to bottom, in g mol⁻¹: 1273.180, 767.878, 799.253
Energy list, top to bottom, in a.u.: -6048.6590, -2525.9927, -2496.2728